[1]
44
Properties=species:S:1:pos:R:3 method="wB97M-V/def2-TZVPD" largest_force_ha_per_bohr=0.1135 total_charge=+2 lumo_energy_ev="-10.7704 / -10.8589" e_homo_ha="-0.547 / -0.547"
I 0.382 -1.758 -4.867
I -0.573 2.454 -3.756
Lu -0.022 -0.049 -2.600
P -2.418 -0.011 -1.293
C -3.510 1.415 -0.981
C -3.103 -0.525 -2.942
H -4.188 -0.618 -2.825
H -4.289 -1.230 -0.404
H -2.699 -1.507 -3.240
H -2.818 -2.243 -0.517
H -3.329 2.212 -1.714
H -2.874 0.216 -3.727
C -3.205 -1.256 -0.240
H -4.553 1.072 -1.057
H -2.952 -1.037 0.802
H -3.311 1.785 0.032
P 2.418 0.085 -1.286
C 3.468 1.542 -0.952
C 3.240 -1.144 -0.225
H 2.786 -1.393 -3.217
H 4.251 -0.465 -2.798
H 2.911 0.323 -3.700
C 3.165 -0.404 -2.912
H 2.887 -2.143 -0.508
H 4.326 -1.089 -0.382
H 4.524 1.238 -1.028
H 3.250 1.905 0.061
H 2.976 -0.938 0.817
H 3.265 2.334 -1.687
C -0.020 1.773 -0.946
O -0.039 2.774 -0.371
O 0.002 -1.242 1.468
B 0.009 -0.064 0.685
O 0.012 1.047 1.657
C 0.004 0.500 2.900
C 0.005 1.113 4.126
C 0.004 0.337 5.292
C 0.003 -1.055 5.204
C 0.001 -1.672 3.931
C 0.001 -0.882 2.800
H 0.006 2.196 4.173
H 0.005 0.815 6.282
H 0.003 -1.672 6.112
H 0.001 -2.741 3.830



[2]
72
Properties=species:S:1:pos:R:3 method="wB97M-V/def2-TZVPD" largest_force_ha_per_bohr=0.0184 total_charge=0 multiplicity=6 lumo_energy_ev="0.0707 / 0.3127" e_homo_ha="-0.297 / -0.297" s_squared=8.7596
Sm 0.025 -0.422 0.399
C 3.945 -1.313 0.657
C 3.210 -0.451 1.628
C 3.475 -0.206 2.975
C 2.509 0.696 3.387
C 2.310 1.251 4.750
N 1.722 0.969 2.326
N 2.148 0.261 1.249
B 0.741 2.166 2.137
N 0.955 2.713 0.717
N 0.707 1.965 -0.383
C 0.930 2.742 -1.440
C 0.756 2.267 -2.838
C 1.327 4.013 -1.020
C 1.330 3.956 0.361
C 1.671 5.037 1.324
N -0.766 1.792 2.233
N -1.453 1.364 1.144
C -2.748 1.429 1.440
C -3.811 1.124 0.439
C -2.908 1.889 2.746
C -1.627 2.106 3.220
C -1.226 2.531 4.586
H 4.816 -1.761 1.129
H 4.271 -0.726 -0.200
H 3.287 -2.103 0.290
H 4.254 -0.635 3.570
H 3.112 0.906 5.397
H 1.364 0.896 5.152
H 2.289 2.340 4.735
H 0.986 2.991 2.948
H 0.439 1.222 -2.852
H 1.695 2.360 -3.383
H 0.011 2.874 -3.353
H 1.576 4.853 -1.634
H 1.960 5.926 0.769
H 2.493 4.736 1.970
H 0.815 5.274 1.954
H -3.372 0.719 -0.472
H -4.349 2.038 0.187
H -4.529 0.414 0.845
H -3.828 2.039 3.273
H -2.116 2.767 5.163
H -0.564 3.394 4.562
H -0.703 1.711 5.075
Br 2.301 -7.260 -0.273
C 1.724 -5.428 -0.266
C 1.297 -4.853 0.914
C 0.880 -3.531 0.899
C 0.858 -2.708 -0.255
C 1.298 -3.378 -1.416
C 1.719 -4.703 -1.440
H 1.282 -5.428 1.830
H 0.553 -3.133 1.857
H 1.322 -2.848 -2.365
H 2.034 -5.168 -2.364
Cl -0.631 -1.149 2.814
C -4.890 -3.295 1.743
C -3.964 -2.758 0.714
C -3.957 -2.954 -0.653
C -2.849 -2.246 -1.131
N -2.232 -1.631 -0.124
N -2.925 -1.952 0.988
C -2.361 -2.188 -2.536
H -5.532 -4.046 1.292
H -5.515 -2.504 2.154
H -4.329 -3.750 2.555
H -4.656 -3.528 -1.226
H -2.552 -1.672 1.901
H -3.128 -2.574 -3.204
H -1.466 -2.806 -2.639
H -2.116 -1.166 -2.824



[3]
71
Properties=species:S:1:pos:R:3 method="wB97M-V/def2-TZVPD" largest_force_ha_per_bohr=0.0462 total_charge=+3 multiplicity=7 lumo_energy_ev="-12.2820 / -11.9251" e_homo_ha="-0.630 / -0.622" s_squared=12.8946
Tb -0.631 1.112 -0.208
P 0.761 -1.541 0.144
P 0.865 1.159 2.285
P -0.247 -0.177 -2.833
H 1.732 7.342 -1.478
C 0.996 7.079 -2.239
C -0.297 6.842 -1.930
H -0.644 6.873 -0.894
C 2.575 -1.537 -0.102
C 0.667 -2.320 1.809
C 0.313 -3.045 -0.814
C 0.640 2.920 2.701
C 0.497 0.459 3.945
C 2.710 1.143 2.249
C -0.524 1.088 -4.134
C -1.289 -1.536 -3.524
C 1.436 -0.736 -3.356
H 1.326 7.208 -3.275
H -1.054 6.837 -2.721
H 2.962 -2.546 0.087
H 3.054 -0.832 0.584
H 2.816 -1.245 -1.129
H 1.263 -3.243 1.789
H -0.375 -2.574 2.061
H 1.070 -1.659 2.585
H 0.767 -3.920 -0.329
H 0.684 -2.998 -1.842
H -0.775 -3.189 -0.826
H 1.037 3.122 3.702
H -0.423 3.183 2.655
H 1.193 3.527 1.983
H 1.422 0.212 4.486
H -0.126 -0.436 3.845
H -0.067 1.206 4.521
H 3.102 1.756 3.074
H 3.039 1.577 1.293
H 3.095 0.119 2.344
H -0.130 0.718 -5.091
H -0.021 2.024 -3.854
H -1.598 1.287 -4.233
H -1.170 -1.588 -4.619
H -2.341 -1.319 -3.283
H -1.032 -2.511 -3.088
H 1.534 -0.632 -4.446
H 1.644 -1.776 -3.076
H 2.175 -0.087 -2.871
C 0.561 4.142 -0.930
C 1.706 4.011 -1.741
C 2.937 4.431 -1.258
C 3.031 5.037 -0.004
C 1.875 5.350 0.724
C 0.634 4.914 0.256
S -0.931 3.492 -1.474
H 1.194 1.566 -0.851
H 1.586 3.576 -2.733
H 3.822 4.244 -1.862
H 4.022 5.252 0.395
H 1.978 5.890 1.671
H -0.300 5.126 0.791
S -2.615 -0.304 0.978
C -2.845 -2.003 0.989
N -3.278 -2.748 -0.064
C -3.498 -4.149 0.295
C -3.090 -4.205 1.757
N -2.638 -2.849 2.036
H -3.549 -2.344 -0.952
H -2.880 -4.816 -0.321
H -4.552 -4.411 0.139
H -2.285 -4.924 1.924
H -3.935 -4.471 2.395
H -2.480 -2.508 2.972



[4]
22
Properties=species:S:1:pos:R:3 method="wB97M-V/def2-TZVPD" largest_force_ha_per_bohr=0.0772 total_charge=0 lumo_energy_ev=0.4377 e_homo_ha=-0.329
N -0.996 2.248 0.768
N -1.267 1.181 -0.126
C -0.398 0.930 -1.211
F -1.028 0.618 -2.425
C 0.902 1.262 -1.257
F 1.554 1.365 -2.462
C 1.683 1.360 -0.026
C 1.841 0.308 0.707
F 2.662 0.406 1.734
C 1.206 -0.965 0.458
F 2.129 -1.983 0.397
C -0.074 -1.263 0.363
C -0.722 -2.650 0.193
O -2.124 -2.566 0.389
H -0.714 1.932 1.624
H -0.279 2.899 0.374
H -2.265 1.257 -0.473
H 2.045 2.372 0.277
H -0.756 -0.460 0.608
H -0.380 -3.384 0.988
H -0.522 -3.053 -0.809
H -2.498 -1.812 -0.091



[5]
96
Properties=species:S:1:pos:R:3 method="wB97M-V/def2-TZVPD" largest_force_ha_per_bohr=0.0387 total_charge=-2 lumo_energy_ev=3.6480 e_homo_ha=-0.008
La 0.242 0.971 -0.541
C -2.459 0.010 -4.735
C -1.573 -0.022 -5.792
C -0.234 0.233 -5.546
C 0.183 0.498 -4.250
N -0.667 0.489 -3.227
C -1.959 0.279 -3.471
C 1.615 0.813 -3.940
C 2.515 1.133 -4.947
C 3.841 1.381 -4.630
C 4.237 1.307 -3.311
C 3.270 1.040 -2.357
N 1.992 0.795 -2.661
H -3.517 -0.165 -4.874
H -1.915 -0.226 -6.798
H 0.473 0.217 -6.363
H -2.627 0.336 -2.621
H 2.178 1.217 -5.970
H 4.550 1.637 -5.408
H 5.262 1.477 -3.012
H 3.524 1.026 -1.300
C 3.388 -0.114 3.550
C 2.359 -0.461 2.483
S 2.769 0.028 0.837
C 1.218 -1.094 2.791
C 0.908 -1.473 4.227
S 0.034 -1.561 1.588
H 4.289 0.273 3.075
H 3.659 -0.993 4.149
H 3.015 0.652 4.244
H 1.370 -0.787 4.946
H 1.270 -2.487 4.448
H -0.173 -1.472 4.380
O -2.261 2.032 0.312
S -2.988 0.778 0.168
O -4.187 0.822 -0.643
N -1.922 -0.258 -0.337
C -2.207 -1.602 -0.547
C -3.367 -2.241 -0.152
C -3.553 -3.621 -0.350
C -2.597 -4.381 -0.957
C -1.415 -3.760 -1.423
C -0.410 -4.479 -2.115
C 0.681 -3.827 -2.588
C 0.796 -2.443 -2.345
N -0.077 -1.750 -1.672
C -1.204 -2.381 -1.217
C -3.538 0.380 1.813
C -2.602 0.239 2.832
C -3.051 0.020 4.127
C -4.412 -0.070 4.395
C -5.339 0.056 3.365
C -4.901 0.289 2.068
H -4.148 -1.668 0.323
H -4.471 -4.079 0.000
H -2.724 -5.449 -1.098
H -0.536 -5.546 -2.263
H 1.466 -4.346 -3.122
H 1.651 -1.895 -2.733
H -1.541 0.297 2.603
H -2.332 -0.079 4.932
H -4.754 -0.230 5.412
H -6.400 -0.020 3.573
H -5.595 0.412 1.245
I 2.051 -5.939 0.750
C 3.329 -4.263 0.509
C 4.472 -4.190 1.276
C 5.300 -3.087 1.047
C 4.935 -2.148 0.113
C 3.729 -2.320 -0.577
N 2.969 -3.400 -0.415
H 4.716 -4.946 2.008
H 6.213 -2.972 1.619
H 5.527 -1.261 -0.063
H 3.418 -1.636 -1.354
Br 2.128 3.338 -0.095
B -1.679 4.297 -3.964
C -1.048 3.522 -2.733
N -0.557 2.906 -1.889
H -0.795 4.958 -4.485
H -2.586 5.009 -3.573
H -2.096 3.448 -4.740
O 0.015 1.782 1.818
S -0.237 3.284 1.781
C -1.644 3.556 2.927
C -1.083 3.668 4.334
C 0.169 4.528 4.181
C 0.947 3.927 3.016
H -2.338 2.736 2.774
H -2.112 4.490 2.599
H -0.811 2.674 4.700
H -1.802 4.108 5.029
H 0.772 4.552 5.091
H -0.125 5.556 3.944
H 1.513 3.037 3.293
H 1.609 4.626 2.511



[6]
75
Properties=species:S:1:pos:R:3 method="wB97M-V/def2-TZVPD" largest_force_ha_per_bohr=0.0068 total_charge=+1 lumo_energy_ev=-3.5082 e_homo_ha=-0.354
Au 3.021 0.698 -0.081
S 3.200 0.740 2.209
C 4.017 2.289 2.415
C 3.902 2.989 3.606
C 4.608 4.171 3.795
C 4.447 4.898 5.027
N 4.315 5.481 6.007
C 5.441 4.655 2.781
C 5.547 3.954 1.584
C 4.827 2.787 1.400
S 4.966 1.886 -0.122
C 6.169 5.886 2.938
N 6.757 6.868 3.031
H 3.252 2.623 4.390
H 6.188 4.332 0.798
F 0.283 -5.384 0.706
C -0.454 -4.279 0.451
C 0.195 -3.090 0.300
C -0.524 -1.910 0.091
C 0.200 -0.635 -0.022
O 1.452 -0.729 0.073
C -0.606 0.521 -0.216
C -1.961 0.351 -0.279
N -2.630 -0.814 -0.175
C -4.074 -0.831 -0.234
C -4.768 0.059 -1.212
C -4.746 -1.423 -1.441
C -1.917 -1.983 0.028
C -2.565 -3.217 0.162
C -1.853 -4.382 0.384
N -2.554 -5.610 0.505
C -3.669 -5.681 1.437
C -4.799 -6.464 0.762
N -4.165 -7.415 -0.224
C -2.909 -8.003 0.352
C -1.855 -6.888 0.431
C -0.139 1.976 -0.400
O -0.975 2.728 -0.925
O 1.028 2.239 -0.048
H 1.273 -3.052 0.374
H -2.560 1.239 -0.427
H -4.546 -0.976 0.731
H -4.160 0.671 -1.863
H -5.686 0.524 -0.886
H -4.100 -1.787 -2.229
H -5.655 -1.988 -1.292
H -3.640 -3.256 0.061
H -4.025 -4.688 1.694
H -3.368 -6.163 2.375
H -5.471 -5.823 0.195
H -5.376 -7.060 1.467
H -3.911 -6.881 -1.059
H -4.825 -8.141 -0.502
H -2.582 -8.823 -0.283
H -3.181 -8.403 1.327
H -1.233 -6.902 -0.462
H -1.211 -7.089 1.292
N 1.018 2.407 -3.188
C 2.219 2.273 -2.623
S 2.900 0.659 -2.479
N 2.903 3.316 -2.205
C 2.517 4.685 -2.159
C 2.919 5.400 -1.038
C 2.614 6.745 -0.932
C 1.905 7.379 -1.943
C 1.519 6.661 -3.064
C 1.825 5.312 -3.185
H 0.515 1.543 -3.309
H 0.444 3.198 -2.900
H 3.733 3.077 -1.662
H 3.451 4.891 -0.242
H 2.926 7.295 -0.054
H 1.658 8.429 -1.859
H 0.981 7.152 -3.864
H 1.558 4.782 -4.088



| no. | energy (eV) |
| --- | --- |
| 1 | -89041.7926 |
| 2 | -140585.2755 |
| 3 | -96359.7750 |
| 4 | -23281.8375 |
| 5 | -179202.1412 |
| 6 | -89120.9977 |